Molecular formula: C39H78O21
Method: DFT, ωB97M-V/def2-TZVPD

The SMILES is COC(=O)OC.COC(=O)OC.COC(=O)OC.COC(=O)OC.COC(=O)OC.C1CCOC1.C1CCOC1.C1CCOC1.C1CCOC1.C1CCOC1.C1CCOC1. As for the HOMO-LUMO gap: 9.42 eV.

Last column: Mulliken charge in e.
Positions of all 138 atoms, in Å:
C1 2.4671 3.3422 -16.0279  -0.864
O1 3.0940 3.8410 -17.1938  -0.167
C2 4.3952 3.6350 -17.3753  0.580
O2 5.0730 3.0362 -16.5669  -0.654
O3 4.8773 4.2696 -18.4325  0.052
C3 6.2234 4.1955 -18.8398  -0.359
H1 3.0164 2.5486 -15.5213  0.363
H2 1.5019 2.9644 -16.3650  0.259
H3 2.1882 4.1466 -15.3472  0.261
H4 6.8355 4.7654 -18.1407  0.349
H5 6.2591 4.6645 -19.8231  0.135
H6 6.7033 3.2174 -18.8724  0.040
C4 5.2970 10.2953 -24.9132  -0.688
O4 4.0605 9.7232 -25.2935  -0.407
C5 3.8100 8.4468 -25.0450  0.969
O5 4.6313 7.7134 -24.4557  -0.489
O6 2.5577 8.1147 -25.3935  -0.414
C6 2.0198 6.8574 -25.1106  -0.055
H7 5.5055 11.1500 -25.5567  0.290
H8 6.1365 9.6206 -25.0810  0.294
H9 5.3255 10.6671 -23.8890  0.259
H10 1.1534 6.7427 -25.7619  0.346
H11 1.6981 6.7451 -24.0753  0.107
H12 2.7381 6.0683 -25.3330  -0.174
C7 2.8816 -1.3218 -23.4212  -0.704
O7 2.8410 -0.1180 -24.2095  0.107
C8 2.7126 -0.1452 -25.5875  0.436
O8 2.5164 0.8113 -26.2305  -0.487
O9 2.7993 -1.3749 -26.0659  -0.384
C9 2.9579 -1.6444 -27.4865  -0.760
H13 3.6488 -2.0362 -23.7197  0.364
H14 1.9064 -1.8067 -23.4659  0.327
H15 3.0695 -1.0451 -22.3838  0.093
H16 2.0471 -1.6743 -28.0844  0.309
H17 3.3215 -2.6587 -27.6507  0.292
H18 3.7347 -1.0744 -27.9962  0.303
C10 1.8192 9.6866 -22.2608  -0.774
O10 1.5148 8.5066 -21.5579  -0.267
C11 1.9349 8.3280 -20.2947  0.726
O11 2.4279 9.1629 -19.5588  -0.670
O12 1.6938 7.1055 -19.9013  0.258
C12 1.8571 6.6693 -18.6124  -0.904
H19 2.8717 9.8228 -22.5093  0.187
H20 1.5292 10.5958 -21.7340  0.389
H21 1.2682 9.6902 -23.2013  0.302
H22 2.3459 5.6950 -18.6106  0.150
H23 0.8946 6.7580 -18.1087  0.263
H24 2.5303 7.3645 -18.1108  0.509
C13 5.8048 0.1416 -18.2559  -0.825
O13 5.5257 0.5476 -19.6142  -0.100
C14 6.3094 0.3291 -20.6653  0.694
O14 7.3272 -0.3333 -20.6362  -0.646
O15 5.6108 0.7603 -21.6784  -0.053
C15 5.9904 0.4307 -23.0487  -0.513
H25 6.6034 0.8123 -17.9386  0.300
H26 6.2082 -0.8571 -18.0888  0.320
H27 4.9889 0.2402 -17.5400  0.258
H28 5.4915 -0.4586 -23.4338  0.159
H29 7.0457 0.1887 -23.1750  0.428
H30 5.7796 1.2454 -23.7415  0.020
C16 7.8756 4.0972 -27.0685  -0.813
C17 6.5184 4.1419 -26.4295  0.442
C18 6.0343 5.4006 -27.0689  0.255
O16 6.4797 5.3062 -28.3853  -0.485
C19 7.7144 4.5456 -28.5295  -0.470
H31 8.2279 3.0663 -27.0328  0.411
H32 8.5853 4.7453 -26.5543  0.314
H33 6.5014 4.2607 -25.3461  0.007
H34 5.8076 3.3619 -26.7025  -0.016
H35 6.3301 6.2939 -26.5188  0.306
H36 4.9472 5.4713 -27.1068  -0.489
H37 8.5664 5.1341 -28.8698  0.271
H38 7.4802 3.7417 -29.2274  0.313
C20 -0.6115 4.7144 -20.0689  1.159
C21 -2.0476 5.0581 -19.5915  -0.979
C22 -2.8325 3.7795 -19.7739  -0.425
O17 -2.1542 3.1473 -20.8481  -0.497
C23 -1.0378 3.8559 -21.2626  -0.064
H39 -0.0751 4.1415 -19.3124  -0.246
H40 -0.1815 5.6550 -20.4131  -0.521
H41 -2.4775 5.8705 -20.1772  0.341
H42 -2.1429 5.4402 -18.5751  0.424
H43 -3.8500 3.9801 -20.1095  0.286
H44 -2.6882 3.0368 -18.9893  0.276
H45 -1.3934 4.4461 -22.1072  0.317
H46 -0.3164 3.1467 -21.6686  -0.085
C24 5.7062 8.3393 -19.4486  0.057
C25 7.0512 8.5746 -18.7680  -0.631
C26 7.9606 7.7056 -19.5824  -0.526
O18 7.2059 7.1715 -20.6715  -0.414
C27 6.1226 8.0150 -20.8804  0.452
H47 5.0572 9.2147 -19.4225  0.418
H48 5.0756 7.5963 -18.9604  -0.160
H49 7.1163 8.1942 -17.7486  0.253
H50 7.3317 9.6276 -18.7962  0.316
H51 8.3658 6.9064 -18.9617  0.384
H52 8.7416 8.3966 -19.8996  0.289
H53 5.3569 7.4243 -21.3832  -0.482
H54 6.4268 8.8162 -21.5540  0.125
C28 1.9235 1.2136 -18.9768  1.611
C29 0.8647 0.1959 -18.8435  -0.695
C30 0.2532 0.0836 -20.2529  -0.431
O19 1.3672 0.4798 -21.0845  -0.325
C31 2.1139 1.4630 -20.4192  1.670
H55 2.7589 0.7563 -18.4466  -0.642
H56 1.5366 2.0632 -18.4141  -0.691
H57 0.1413 0.5299 -18.0997  0.344
H58 1.2257 -0.7775 -18.5114  0.302
H59 -0.6349 0.7046 -20.3708  0.134
H60 -0.0358 -0.9223 -20.5576  0.343
H61 1.6404 2.3883 -20.7473  -1.043
H62 3.1191 1.3972 -20.8354  -0.614
C32 3.0201 3.4762 -28.8899  -0.139
C33 2.6634 4.5800 -29.8059  -0.653
C34 2.1707 5.6681 -28.8552  -0.326
O20 1.4663 4.9137 -27.8708  -0.459
C35 2.0090 3.6108 -27.8002  0.211
H63 4.0653 3.5849 -28.6005  -0.194
H64 2.9343 2.4650 -29.2877  0.443
H65 1.9216 4.3230 -30.5620  0.233
H66 3.5788 4.9304 -30.2829  0.360
H67 1.5219 6.4542 -29.2416  0.401
H68 2.9638 6.3041 -28.4619  0.064
H69 1.1731 2.9126 -27.8418  0.328
H70 2.5200 3.4862 -26.8455  -0.221
C36 4.4811 4.2969 -22.1468  0.460
C37 4.2019 3.8829 -23.5978  1.628
C38 2.8206 3.3298 -23.4817  0.644
O21 2.2158 4.1186 -22.3904  -0.628
C39 3.2207 4.9929 -21.6932  1.433
H71 5.3112 5.0013 -22.0922  0.456
H72 4.7472 3.4808 -21.4751  -0.686
H73 4.8178 3.0604 -23.9616  -0.762
H74 4.2669 4.7274 -24.2840  -0.671
H75 2.8666 2.2783 -23.1984  -0.724
H76 2.2809 3.5150 -24.4104  0.077
H77 3.1448 4.9235 -20.6080  -1.113
H78 3.2007 6.0249 -22.0436  -0.374